This record from the Open Molecules 2025 dataset describes 10 unconnected molecules or ions with the total composition C19H58O19 in a non-equilibrium geometry. The level of theory is the ωB97M-V functional and the def2-TZVPD basis.

net charge	0
E	-2187.9547	hartree
structure (SMILES)	OCCO.OCCO.OCCO.OCCO.OCCO.OCCO.OCCO.OCCO.OCCO.CO

```
96
Properties=species:S:1:pos:R:3:forces:R:3
C 0.32025 -0.30560 -0.56717 -1.92 0.28 -1.06
O -0.91238 -0.77323 -1.07804 -0.68 -0.84 0.86
H 0.46810 -0.64705 0.45629 -0.15 -0.42 -0.09
H 1.15666 -0.59045 -1.20789 -2.18 0.49 1.17
H 0.31770 0.78894 -0.53165 -1.92 -1.09 -1.09
H -1.04528 -0.50804 -1.99618 0.39 0.25 -0.05
C 2.32891 -0.50596 3.66640 -0.53 -0.45 1.13
C 2.34810 -0.12093 5.16321 -0.10 0.04 -0.25
O 1.13846 0.44486 5.63149 -0.26 0.04 -0.46
O 2.28619 0.62906 2.82037 0.82 -0.38 0.06
H 1.48988 -1.16033 3.41456 -0.08 0.07 0.36
H 3.16852 -1.18101 3.49325 0.48 0.68 -0.47
H 3.16145 0.58994 5.33567 0.19 0.01 -0.20
H 2.54421 -0.97162 5.81739 0.00 -0.25 -0.30
H 1.04558 1.31098 5.19933 0.08 -0.04 0.33
H 1.42961 1.07477 2.84527 -0.10 0.08 0.01
C -1.11853 -1.12927 3.27417 1.17 -1.23 -0.12
C -2.26687 -0.32276 2.74009 0.08 0.23 0.89
O -1.91291 0.40658 1.57651 -0.36 -0.21 -0.01
O -0.72071 -2.19436 2.35060 -0.98 0.81 0.03
H -1.35995 -1.59391 4.23187 -0.27 0.17 0.11
H -0.21201 -0.54378 3.42729 -0.48 0.56 0.15
H -2.58712 0.40461 3.49023 0.57 0.28 0.11
H -3.17912 -0.92770 2.73367 0.07 -0.33 -1.11
H -1.58419 -0.21727 0.91310 -0.17 -0.13 -0.32
H 0.11626 -2.56094 2.64748 0.05 0.04 0.06
C -0.28544 3.54612 2.59365 -0.40 -0.16 -0.59
C -0.30507 3.42988 4.09150 0.31 -0.11 0.76
O 0.95718 3.05146 4.68103 -0.76 0.34 -0.44
O 0.18080 2.37436 1.93976 0.43 -0.25 0.05
H 0.32807 4.36119 2.20729 0.06 0.14 0.32
H -1.31742 3.73793 2.28877 -0.01 0.19 -0.11
H -1.03460 2.68862 4.42088 0.22 -0.36 -0.19
H -0.68935 4.34913 4.54054 0.24 0.29 -0.12
H 1.58491 3.76899 4.55425 0.10 -0.05 0.00
H -0.55927 1.80948 1.68328 -0.56 -0.25 0.22
C 4.36570 1.65279 0.09779 -1.38 0.39 0.38
C 2.88884 2.10915 0.06277 0.62 1.31 -0.42
O 1.93524 1.06032 -0.05124 3.40 2.08 1.19
O 4.64048 1.07837 1.34940 0.65 -0.53 -0.03
H 5.01302 2.52765 0.01371 -0.13 0.12 -0.29
H 4.57714 0.98136 -0.73665 0.08 -0.21 0.03
H 2.68340 2.82704 -0.73918 0.43 -0.19 -0.50
H 2.70962 2.75295 0.92887 -0.04 -0.53 0.48
H 1.10480 1.39101 0.30921 0.85 0.40 0.70
H 3.81451 0.88000 1.80534 -0.36 -0.03 0.16
C -2.20295 -0.73491 -5.83168 -0.57 -0.34 -0.63
C -1.72175 -1.13564 -4.45989 -0.39 -0.19 0.18
O -1.08237 -0.04662 -3.75195 -0.26 -0.61 -1.25
O -3.14530 0.31811 -5.75078 0.41 0.17 -0.09
H -2.70132 -1.57433 -6.32224 -0.22 -0.17 0.41
H -1.43649 -0.50699 -6.58078 0.53 0.31 0.41
H -1.08525 -2.01957 -4.53983 0.26 0.06 0.17
H -2.59756 -1.41696 -3.87578 0.06 0.00 0.10
H -0.42713 0.22838 -4.40386 0.61 0.48 0.56
H -2.60422 1.07507 -5.50279 -0.43 0.31 0.12
C 3.06098 -0.00611 -3.16183 -0.30 -0.97 -0.51
C 2.44349 -1.21742 -2.41454 0.34 0.38 -0.35
O 2.79884 -1.27256 -1.05283 -0.77 4.22 -2.46
O 2.29109 0.26881 -4.33822 -0.14 0.00 0.10
H 4.08065 -0.22654 -3.48579 0.17 0.05 0.34
H 3.06101 0.89832 -2.55867 -0.15 -0.08 0.10
H 2.68765 -2.19325 -2.83875 0.45 0.13 -0.23
H 1.35219 -1.15232 -2.48720 0.16 -0.08 -0.74
H 2.49308 -0.44522 -0.63679 0.47 0.20 0.25
H 2.32444 -0.53665 -4.86256 -0.01 0.05 -0.22
C -4.20253 -2.27992 -1.35147 -0.04 -0.04 0.74
C -3.74853 -2.73575 0.06575 -0.49 1.14 -0.30
O -4.81003 -3.25533 0.85135 -0.39 -0.99 -0.28
O -4.08885 -3.36268 -2.25324 0.06 -0.33 -0.24
H -3.60979 -1.43658 -1.71734 0.28 0.05 0.26
H -5.24213 -1.94393 -1.32542 -0.06 0.04 0.32
H -3.37551 -1.88108 0.63167 0.51 0.10 -0.45
H -2.96194 -3.48098 -0.04457 -0.04 -0.03 0.08
H -5.11053 -2.63950 1.52025 0.20 0.23 -0.15
H -4.68354 -3.19436 -2.98834 0.00 -0.12 -0.04
C 1.85217 -3.49848 -0.26529 -0.03 0.37 -0.74
C 3.29544 -3.14036 0.00742 1.39 -3.22 0.82
O 3.47211 -2.83758 1.37217 -0.11 0.51 1.26
O 1.36842 -4.73997 0.21358 0.58 -0.12 0.52
H 1.80737 -3.57180 -1.35438 -0.49 0.08 -0.01
H 1.17467 -2.73165 0.11516 0.10 0.27 -0.29
H 3.65515 -2.29645 -0.58284 0.73 -2.34 0.78
H 3.87957 -4.04701 -0.18517 0.05 -0.34 -0.12
H 4.11145 -2.12314 1.42545 0.01 0.04 0.16
H 1.46706 -4.67156 1.16962 -0.09 -0.38 0.05
C -3.36461 2.77401 -2.52201 0.00 0.09 0.46
C -2.60252 2.81394 -1.20737 -0.53 -1.09 -0.34
O -1.87771 4.00730 -1.02458 0.09 0.27 0.05
O -4.59362 3.50435 -2.43724 0.50 0.14 -0.24
H -3.63591 1.75460 -2.79424 0.05 -0.02 0.07
H -2.66603 3.17068 -3.26389 -0.27 0.09 -0.36
H -1.91330 1.96776 -1.22940 0.30 0.19 0.21
H -3.31746 2.63837 -0.39931 0.05 0.02 0.16
H -2.52041 4.72281 -1.00195 0.10 0.13 0.13
H -4.36091 4.43732 -2.45587 -0.23 0.08 -0.09
```
Forces are in eV/Å.